Entry 1:
{
  "formula": "C30H65O13",
  "method": "wB97M-V/def2-TZVPD",
  "elements": ["C", "C", "O", "O", "H", "H", "H", "C", "C", "O", "C", "C", "H", "H", "H", "H", "H", "H", "H", "H", "H", "H", "C", "C", "O", "C", "C", "H", "H", "H", "H", "H", "H", "H", "H", "H", "H", "C", "C", "O", "C", "C", "H", "H", "H", "H", "H", "H", "H", "H", "H", "H", "O", "C", "O", "C", "C", "C", "H", "H", "H", "H", "H", "H", "H", "H", "O", "C", "O", "C", "C", "C", "H", "H", "H", "H", "H", "H", "H", "H", "O", "C", "O", "C", "C", "C", "H", "H", "H", "H", "H", "H", "H", "H", "O", "C", "O", "C", "C", "C", "H", "H", "H", "H", "H", "H", "H", "H"],
  "coordinates": [[-1.916, -0.334, -2.114], [-1.625, -0.346, -0.571], [-2.453, 0.221, 0.174], [-0.545, -0.886, -0.264], [-1.291, 0.424, -2.598], [-2.910, -0.135, -2.422], [-1.727, -1.307, -2.586], [-1.345, -0.183, 3.526], [-0.501, -1.411, 3.144], [0.755, -1.401, 3.831], [1.480, -2.678, 3.834], [2.771, -2.545, 4.659], [-2.201, -0.138, 2.886], [-1.746, -0.289, 4.541], [-0.757, 0.702, 3.589], [-0.976, -2.361, 3.470], [-0.343, -1.445, 2.082], [0.798, -3.619, 4.116], [1.610, -2.911, 2.798], [3.315, -1.685, 4.329], [3.402, -3.455, 4.462], [2.572, -2.646, 5.756], [0.103, 3.080, -4.527], [-1.367, 2.909, -4.128], [-2.248, 3.113, -5.239], [-2.578, 1.915, -5.925], [-3.181, 2.325, -7.307], [0.288, 4.021, -5.038], [0.701, 3.006, -3.627], [0.448, 2.255, -5.124], [-1.627, 2.044, -3.606], [-1.646, 3.720, -3.427], [-1.650, 1.262, -5.982], [-3.325, 1.381, -5.354], [-3.672, 1.432, -7.796], [-2.429, 2.713, -8.029], [-3.758, 3.187, -7.105], [-1.609, 3.910, 0.533], [-0.948, 2.781, -0.186], [0.311, 3.261, -0.768], [1.060, 2.099, -1.191], [2.502, 2.417, -1.411], [-1.901, 4.664, -0.130], [-2.438, 3.497, 1.086], [-0.903, 4.428, 1.225], [-0.723, 1.885, 0.446], [-1.519, 2.463, -1.024], [0.887, 1.359, -0.410], [0.623, 1.641, -2.098], [2.566, 3.290, -2.079], [3.005, 1.655, -1.938], [3.024, 2.776, -0.492], [4.321, -0.918, -2.664], [3.297, -1.391, -2.298], [3.263, -2.463, -1.509], [4.478, -2.994, -0.914], [4.020, -3.995, 0.193], [1.874, -1.048, -2.693], [5.044, -2.043, -0.620], [5.034, -3.519, -1.639], [3.780, -4.876, -0.372], [3.201, -3.539, 0.699], [4.836, -4.268, 0.929], [1.392, -1.750, -3.367], [1.963, -0.107, -3.235], [1.231, -0.972, -1.827], [4.795, -0.541, 2.160], [4.011, 0.378, 2.099], [4.398, 1.635, 2.427], [5.765, 1.843, 2.808], [5.800, 3.239, 3.350], [2.592, 0.294, 1.593], [6.452, 1.706, 1.961], [6.000, 1.165, 3.573], [5.612, 3.956, 2.578], [6.783, 3.429, 3.773], [5.127, 3.369, 4.231], [1.952, -0.229, 2.338], [2.489, -0.298, 0.665], [2.170, 1.180, 1.296], [-4.012, 1.817, 5.467], [-4.144, 2.568, 4.533], [-4.362, 2.222, 3.245], [-4.479, 0.776, 3.012], [-5.922, 0.352, 2.982], [-4.171, 4.065, 4.795], [-4.053, 0.311, 3.891], [-3.873, 0.607, 2.138], [-6.420, 0.394, 3.941], [-5.919, -0.708, 2.712], [-6.540, 0.962, 2.288], [-3.354, 4.367, 5.421], [-5.141, 4.198, 5.357], [-4.206, 4.575, 3.814], [-1.061, -6.060, -0.425], [-0.780, -4.942, -0.739], [-1.493, -4.224, -1.666], [-2.635, -4.775, -2.255], [-2.329, -5.085, -3.690], [0.301, -4.084, -0.171], [-3.317, -3.932, -2.168], [-2.991, -5.711, -1.841], [-3.269, -5.004, -4.250], [-1.924, -6.126, -3.865], [-1.727, -4.337, -4.097], [1.314, -4.153, -0.573], [0.485, -4.350, 0.901], [-0.021, -3.023, -0.285]],
  "atomic_forces_ev_per_a": [[0.72, -0.59, 0.05], [-0.86, 0.31, -0.86], [0.01, -0.30, -0.02], [0.64, -0.20, 0.32], [0.19, -0.28, 0.15], [-1.31, 0.62, 0.26], [0.56, 0.09, 0.30], [0.25, -1.78, 1.16], [-0.12, -0.53, 1.04], [0.88, -0.89, 0.96], [-2.13, -0.24, 0.40], [-0.79, -2.36, 0.13], [0.05, 0.36, -0.69], [0.09, -0.22, 0.06], [0.45, 0.84, -0.62], [-0.33, 0.46, -0.34], [0.06, 0.03, -0.73], [1.06, 2.10, 0.26], [0.94, -0.07, -0.91], [0.33, 0.59, 0.25], [-0.45, 0.81, -0.14], [0.08, 0.81, -0.90], [-0.56, -0.60, 0.66], [-0.02, 2.99, -0.69], [0.11, -0.29, -0.15], [1.07, 0.22, -0.91], [1.76, -1.66, -0.12], [-0.12, 0.02, 0.04], [0.17, 0.39, 0.20], [0.06, -0.35, -0.65], [-0.04, -1.77, 0.55], [0.30, -0.20, -0.25], [-1.03, 0.55, -0.26], [-0.31, -0.36, 0.20], [0.08, 1.25, 0.60], [-0.03, -0.51, 0.58], [-1.44, 0.52, 0.07], [1.28, -0.41, 1.47], [2.02, 0.08, 0.04], [0.12, -0.94, 0.10], [-0.99, 0.15, 0.51], [-0.08, 2.42, 0.50], [-0.82, 1.05, -1.17], [-0.46, 0.14, 0.24], [-0.39, -0.67, -0.21], [-0.41, 0.88, -0.29], [-0.92, -0.55, -0.53], [0.39, -0.37, -0.06], [0.00, 0.28, 0.15], [-0.12, -0.08, 0.02], [0.80, -1.20, -0.19], [-0.31, -0.74, -0.50], [1.27, 1.38, -0.61], [-1.54, -1.80, -0.11], [-0.37, -1.36, 0.96], [-0.31, 2.19, 1.50], [2.18, 0.98, -0.55], [0.74, 1.01, -0.37], [-0.41, -1.67, 0.16], [0.75, -0.42, -1.08], [-0.65, -0.64, 0.18], [-0.70, -0.04, 0.53], [-0.82, 0.54, -0.91], [0.37, -0.45, 0.00], [-0.36, 0.15, 0.10], [-0.22, 0.18, 0.34], [-0.35, -0.10, 0.12], [0.56, 0.12, -0.70], [-0.62, -0.18, -0.47], [-0.72, 0.72, -0.59], [0.27, 0.01, 1.34], [0.34, -2.66, 0.41], [-0.34, -0.07, 0.13], [0.52, -1.21, 0.94], [-0.31, 0.57, -0.30], [0.37, 0.11, -0.17], [0.10, -0.13, -0.94], [0.37, 0.45, -0.29], [0.62, -0.24, 0.50], [-0.82, 2.54, 0.00], [0.03, -0.58, -0.29], [-0.04, 0.55, 0.28], [0.03, -0.04, 0.94], [-0.15, 0.83, 1.07], [-0.49, 0.13, -0.98], [-1.66, -0.50, -1.17], [0.42, -0.24, -0.10], [-0.23, -0.28, -0.51], [0.19, 0.24, 0.49], [-0.25, 0.12, -0.33], [0.46, -0.59, 0.12], [0.39, 0.10, 0.17], [1.00, 0.21, -0.60], [0.06, 0.14, 0.75], [-0.20, -0.78, 0.11], [0.01, 0.91, -0.69], [1.53, -0.41, 1.39], [-0.12, 0.00, -0.76], [-1.37, -1.76, -0.59], [0.32, 0.95, 1.23], [-0.67, -0.41, -0.11], [-0.10, 0.23, 0.96], [0.01, -0.31, -0.05], [-0.19, 1.28, 0.30], [1.37, 1.03, -0.70], [-0.39, -0.33, -0.73], [-0.60, 0.24, -0.72], [0.34, -0.55, 0.34]],
  "homo_energy_ev": -5.60,
  "multiplicity": 1,
  "homo_lumo_gap_ev": 8.206,
  "charge": -1,
  "e_tot_ha": -2160.20443
}

---

Entry 2:
{
  "formula": "C30H66BF14N3O5S",
  "method": "wB97M-V/def2-TZVPD",
  "elements": ["C", "C", "F", "B", "C", "C", "C", "F", "F", "C", "F", "F", "C", "F", "F", "C", "F", "F", "S", "F", "F", "F", "F", "F", "C", "C", "N", "N", "N", "H", "H", "H", "H", "H", "H", "H", "H", "H", "H", "H", "H", "H", "H", "H", "H", "C", "C", "O", "C", "C", "H", "H", "H", "H", "H", "H", "H", "H", "H", "H", "C", "C", "O", "C", "C", "H", "H", "H", "H", "H", "H", "H", "H", "H", "H", "C", "C", "O", "C", "C", "H", "H", "H", "H", "H", "H", "H", "H", "H", "H", "C", "C", "O", "C", "C", "H", "H", "H", "H", "H", "H", "H", "H", "H", "H", "C", "C", "O", "C", "C", "H", "H", "H", "H", "H", "H", "H", "H", "H", "H"],
  "coordinates": [[0.249, 6.979, 0.802], [1.611, 6.181, 0.544], [2.037, 5.693, 1.850], [1.444, 4.924, -0.505], [0.477, 4.999, -1.812], [-0.587, 3.768, -1.811], [-2.045, 4.268, -1.464], [-1.990, 5.051, -0.283], [-2.378, 5.210, -2.495], [-3.197, 3.189, -1.492], [-3.306, 2.637, -2.797], [-4.444, 3.832, -1.281], [-3.006, 1.913, -0.522], [-2.001, 1.130, -1.152], [-4.202, 1.168, -0.721], [-2.707, 2.257, 0.991], [-1.342, 2.625, 1.056], [-3.546, 3.328, 1.372], [-2.975, 0.902, 2.252], [-2.727, -0.323, 1.182], [-1.339, 0.908, 2.614], [-3.178, 2.077, 3.444], [-4.617, 0.902, 2.080], [-3.153, -0.242, 3.440], [2.332, 3.596, -0.197], [3.029, 2.926, -1.479], [4.131, 2.039, -0.941], [3.691, 3.879, -2.402], [2.125, 2.032, -2.257], [-0.228, 7.297, -0.174], [-0.438, 6.286, 1.387], [0.483, 7.853, 1.501], [2.380, 6.944, 0.160], [-0.073, 6.000, -1.901], [1.164, 4.959, -2.732], [-0.186, 2.940, -1.155], [-0.568, 3.368, -2.887], [1.757, 2.779, 0.366], [3.183, 3.906, 0.510], [4.840, 2.009, -1.686], [3.724, 1.101, -0.855], [3.120, 4.097, -3.223], [4.033, 4.719, -1.924], [1.676, 2.509, -3.044], [1.451, 1.574, -1.637], [-3.584, -1.561, -2.334], [-4.495, -1.661, -3.546], [-4.919, -2.986, -3.828], [-5.660, -3.646, -2.812], [-6.951, -2.934, -2.445], [-2.704, -2.198, -2.462], [-3.253, -0.532, -2.192], [-4.087, -1.880, -1.418], [-3.948, -1.316, -4.427], [-5.361, -1.000, -3.442], [-5.033, -3.803, -1.928], [-5.902, -4.638, -3.200], [-6.768, -1.940, -2.033], [-7.501, -3.509, -1.695], [-7.586, -2.813, -3.326], [-5.018, -3.141, 4.350], [-6.046, -2.893, 5.441], [-6.299, -4.030, 6.252], [-5.190, -4.558, 6.966], [-4.564, -3.568, 7.933], [-5.331, -3.973, 3.712], [-4.898, -2.250, 3.731], [-4.039, -3.397, 4.762], [-6.998, -2.627, 4.975], [-5.759, -2.040, 6.064], [-4.444, -4.951, 6.267], [-5.565, -5.414, 7.531], [-4.155, -2.697, 7.418], [-3.748, -4.041, 8.486], [-5.308, -3.208, 8.647], [-1.703, -4.816, -4.520], [-0.378, -5.541, -4.689], [0.694, -4.935, -3.984], [0.553, -4.843, -2.574], [0.399, -6.192, -1.891], [-1.612, -3.773, -4.834], [-2.480, -5.297, -5.118], [-2.036, -4.814, -3.479], [-0.101, -5.526, -5.746], [-0.469, -6.596, -4.409], [-0.279, -4.178, -2.320], [1.460, -4.361, -2.202], [-0.505, -6.713, -2.214], [0.341, -6.065, -0.807], [1.250, -6.838, -2.123], [8.179, 5.343, -0.024], [7.628, 6.164, -1.177], [6.368, 6.759, -0.901], [6.320, 7.666, 0.192], [7.245, 8.861, 0.029], [7.469, 4.562, 0.263], [9.123, 4.874, -0.308], [8.363, 5.956, 0.861], [7.477, 5.507, -2.037], [8.346, 6.927, -1.495], [6.522, 7.139, 1.130], [5.290, 8.023, 0.254], [8.293, 8.562, -0.020], [7.133, 9.546, 0.873], [7.013, 9.401, -0.892], [2.091, -5.976, 2.500], [2.740, -5.168, 1.389], [4.133, -4.974, 1.568], [4.933, -6.146, 1.625], [4.854, -6.996, 0.368], [2.263, -5.501, 3.469], [1.014, -6.056, 2.334], [2.495, -6.989, 2.557], [2.287, -4.173, 1.368], [2.543, -5.617, 0.409], [4.679, -6.735, 2.513], [5.964, -5.812, 1.761], [3.845, -7.373, 0.193], [5.523, -7.857, 0.449], [5.143, -6.410, -0.508]],
  "atomic_forces_ev_per_a": [[0.75, -0.47, 0.88], [-1.01, 0.46, -0.10], [-0.20, 0.64, -1.54], [0.26, -0.19, 0.34], [-0.24, 0.63, 0.11], [0.76, 0.22, -1.09], [1.63, 2.01, -1.29], [-0.72, -1.86, -1.73], [0.14, -1.69, 1.78], [-1.77, 0.45, -0.96], [0.65, 1.12, 2.59], [2.60, -1.43, 0.07], [-1.21, -1.50, -2.81], [-1.48, 1.68, 2.01], [2.28, 1.59, 1.20], [0.63, 2.30, -0.44], [-3.26, -0.26, -0.31], [2.11, -2.36, -1.15], [0.41, -1.65, 4.40], [-0.66, 2.02, 1.09], [-2.48, -0.39, -0.58], [0.47, -1.76, -1.85], [2.50, -0.13, -0.56], [0.14, 1.58, -1.83], [0.65, 0.20, 0.09], [0.54, -0.84, 0.64], [-0.57, 0.59, -0.45], [-0.64, -0.28, 0.46], [0.21, 0.91, -0.01], [0.56, -0.23, 1.30], [0.68, 0.89, -0.92], [-0.44, -1.01, -1.21], [-0.77, -1.17, 0.61], [0.68, -1.50, 0.09], [-1.15, -0.21, 1.20], [-0.93, 1.04, -0.57], [-0.58, 0.39, 1.63], [0.67, 1.08, -0.66], [-1.24, -0.56, -0.94], [-0.50, -0.19, 0.37], [0.43, 0.40, -0.02], [0.35, 0.10, 0.59], [-0.28, -0.44, -0.36], [-0.06, -0.33, 0.62], [0.22, 0.37, -0.54], [0.01, -0.14, 0.09], [0.05, 0.00, 0.11], [0.04, -0.15, -0.21], [-0.05, 0.12, 0.03], [-0.05, 0.11, 0.01], [-0.04, 0.05, -0.05], [-0.04, -0.15, -0.11], [-0.01, 0.10, -0.01], [-0.10, -0.20, -0.04], [0.00, 0.03, 0.09], [-0.03, 0.05, 0.07], [0.15, 0.10, -0.14], [0.00, -0.05, 0.07], [0.05, 0.02, -0.07], [0.04, -0.05, 0.05], [0.12, -0.12, 0.00], [0.08, 0.00, -0.06], [-0.20, -0.12, 0.03], [0.05, 0.12, 0.02], [0.01, 0.12, 0.02], [-0.02, 0.08, 0.03], [-0.04, -0.04, 0.04], [-0.01, 0.10, -0.02], [-0.02, -0.17, 0.16], [0.09, 0.02, -0.02], [0.07, 0.05, 0.00], [-0.16, 0.07, -0.14], [0.07, -0.05, 0.01], [-0.08, 0.01, -0.04], [0.04, -0.06, -0.03], [0.00, 0.07, 0.14], [-0.14, 0.04, 0.01], [0.22, 0.08, -0.04], [-0.05, -0.09, -0.03], [-0.04, -0.12, -0.01], [-0.02, -0.09, -0.03], [0.04, 0.05, 0.02], [-0.06, -0.07, -0.06], [0.18, 0.07, 0.14], [-0.07, -0.01, 0.05], [-0.07, -0.05, 0.04], [0.01, 0.01, -0.22], [-0.02, 0.05, 0.07], [0.02, 0.01, -0.07], [-0.02, 0.07, 0.03], [-0.07, 0.03, 0.17], [0.11, -0.09, 0.07], [-0.31, -0.03, -0.14], [0.14, 0.03, 0.01], [0.09, 0.04, -0.07], [0.06, 0.03, -0.07], [-0.06, 0.02, -0.02], [0.08, -0.01, -0.06], [-0.19, 0.13, 0.05], [0.04, 0.02, 0.07], [0.06, 0.02, 0.02], [0.00, -0.16, -0.14], [-0.02, 0.01, 0.08], [-0.02, -0.06, -0.06], [-0.02, -0.03, 0.07], [0.08, -0.12, 0.09], [-0.03, -0.08, 0.06], [0.10, 0.21, 0.02], [-0.07, -0.07, -0.09], [-0.07, -0.02, -0.10], [-0.04, 0.01, -0.09], [0.05, 0.03, 0.00], [-0.09, 0.01, -0.06], [0.24, 0.02, 0.00], [-0.02, -0.09, 0.01], [-0.04, -0.07, -0.02], [-0.14, 0.18, 0.02], [0.03, -0.06, 0.04], [-0.03, 0.08, 0.01], [0.02, -0.03, 0.07]],
  "homo_energy_ev": -9.13,
  "multiplicity": 1,
  "homo_lumo_gap_ev": 7.595,
  "smiles": "C[C@@H](F)B(CCC(F)(F)C(F)(F)C(F)(F)C(F)(F)S(F)(F)(F)(F)F)CC(N)(N)N.CCOCC.CCOCC.CCOCC.CCOCC.CCOCC",
  "e_tot_ha": -3544.03045
}